(1)
{"formula": "C52H47N3O4", "method": "ωB97M-V/def2-TZVPD", "energy_ha": -2474.906102, "largest_force_ev_per_a": 4.81, "de_lowest_kcal_mol": 2.3, "e_homo_ev": -6.02, "elements": ["C", "C", "C", "C", "C", "C", "N", "C", "C", "C", "C", "C", "C", "C", "N", "N", "C", "C", "C", "C", "C", "C", "C", "C", "C", "C", "C", "O", "C", "C", "C", "C", "C", "C", "C", "C", "C", "C", "C", "H", "H", "H", "H", "H", "H", "H", "H", "H", "H", "H", "H", "H", "H", "H", "H", "H", "H", "H", "H", "H", "H", "H", "H", "H", "H", "H", "H", "H", "H", "H", "H", "H", "H", "H", "C", "O", "C", "C", "C", "C", "C", "C", "C", "O", "C", "C", "C", "C", "C", "C", "C", "O", "C", "C", "H", "H", "H", "H", "H", "H", "H", "H", "H", "H", "H", "H"], "positions_angstrom": [[-6.08365, -0.30612, -0.11803], [-4.74898, 0.34377, -0.32665], [-4.52607, 1.07954, -1.48574], [-3.29608, 1.69225, -1.74509], [-3.15382, 2.45933, -3.02683], [-2.27589, 1.51738, -0.80438], [-0.95871, 1.96578, -1.10107], [-0.58652, 3.29416, -1.32022], [-1.50595, 4.43310, -1.30779], [-1.28347, 5.44806, -2.27101], [-2.20636, 6.48847, -2.41492], [-3.31081, 6.56885, -1.55839], [-3.49520, 5.62125, -0.54300], [-2.58597, 4.57024, -0.39414], [0.70108, 3.36914, -1.51426], [1.19380, 2.07707, -1.34344], [2.60988, 1.94354, -1.41351], [3.38452, 2.87041, -0.68529], [2.78867, 3.92348, 0.19227], [4.76821, 2.79413, -0.80573], [5.38719, 1.85032, -1.63230], [6.88389, 1.79134, -1.70244], [4.58990, 0.99318, -2.39140], [3.19807, 1.03825, -2.32125], [2.40278, 0.21813, -3.27510], [0.19109, 1.21426, -1.13557], [0.29065, -0.21516, -0.73015], [0.95842, -0.57611, 0.27779], [-0.48836, -1.26004, -1.40117], [-0.40574, -2.59345, -0.77146], [-1.38817, -1.01760, -2.47437], [-1.11618, -0.08949, -3.50214], [-1.92666, -0.02575, -4.63623], [-3.08625, -0.79967, -4.71199], [-3.42127, -1.67388, -3.66890], [-2.57992, -1.79638, -2.57457], [-2.51077, 0.92363, 0.43586], [-1.51440, 0.98221, 1.55536], [-3.72805, 0.25865, 0.62314], [-6.09684, -0.87904, 0.81479], [-6.88034, 0.45008, -0.07101], [-6.33341, -0.98123, -0.94866], [-5.32220, 1.18562, -2.22315], [-2.11884, 2.49994, -3.37463], [-3.75136, 1.96807, -3.80856], [-3.53328, 3.48724, -2.92359], [-0.42162, 5.36735, -2.93250], [-2.06473, 7.23333, -3.20319], [-4.03796, 7.37955, -1.68147], [-4.35629, 5.69273, 0.13004], [-2.71460, 3.83401, 0.39933], [3.59251, 4.57365, 0.55039], [2.07484, 4.54555, -0.35822], [2.28538, 3.50821, 1.07659], [5.37494, 3.49412, -0.22555], [7.20580, 0.93741, -2.30266], [7.28622, 2.71034, -2.14765], [7.32257, 1.69228, -0.70271], [5.05949, 0.27556, -3.06703], [3.09781, -0.34408, -3.91394], [1.75755, -0.51653, -2.77704], [1.79544, 0.83739, -3.95157], [-0.86014, -3.38077, -1.38630], [0.64315, -2.85123, -0.57625], [-0.95001, -2.56541, 0.18646], [-0.22923, 0.54293, -3.40008], [-1.65123, 0.65719, -5.44821], [-3.74589, -0.71582, -5.57834], [-4.34448, -2.25952, -3.69759], [-2.82852, -2.46089, -1.73744], [-2.04996, 0.93183, 2.51367], [-0.83302, 0.12554, 1.52405], [-0.89926, 1.89454, 1.55479], [-3.87998, -0.29118, 1.55610], [-1.14954, 1.14256, 5.83176], [-1.88597, -0.05846, 5.50071], [-1.25492, -0.96798, 4.71212], [0.00482, -0.71511, 4.11016], [0.51657, -1.61450, 3.20293], [-0.17949, -2.78747, 2.86581], [0.41091, -3.74609, 1.95627], [1.54535, -4.44261, 2.22194], [1.89330, -5.73811, 1.55367], [1.23983, -6.33813, 0.71122], [3.22056, -6.12969, 2.11512], [3.63011, -5.19965, 3.08051], [4.85413, -5.31712, 3.72869], [5.70235, -6.36752, 3.36892], [5.28859, -7.31705, 2.40300], [4.03326, -7.21058, 1.79143], [2.59520, -4.13801, 3.25374], [2.65042, -3.22034, 4.06493], [-1.41375, -3.06095, 3.51796], [-1.94203, -2.17970, 4.43217], [-1.80734, 1.69494, 6.50137], [-0.20419, 0.90048, 6.33398], [-0.94475, 1.74108, 4.93388], [0.56029, 0.20599, 4.31532], [1.47159, -1.41805, 2.71336], [-0.23162, -4.18350, 1.19138], [5.13054, -4.58358, 4.48602], [6.68832, -6.46373, 3.82461], [5.95590, -8.13699, 2.13196], [3.68159, -7.94308, 1.06735], [-1.92537, -4.00547, 3.29755], [-2.89209, -2.35661, 4.93533]], "lowdin_charge": [-0.05, -0.26, 0.00, -0.18, -0.03, -0.16, 0.14, -0.18, -0.15, -0.02, -0.07, -0.08, -0.07, -0.01, 0.20, 0.07, -0.09, -0.18, -0.05, 0.00, -0.26, -0.05, 0.00, -0.17, -0.03, -0.05, -0.37, -0.05, -0.20, -0.06, -0.20, -0.06, -0.11, -0.12, -0.09, -0.04, -0.18, -0.01, 0.02, 0.08, 0.09, 0.08, 0.13, 0.08, 0.09, 0.09, 0.12, 0.11, 0.11, 0.11, 0.12, 0.08, 0.07, 0.09, 0.12, 0.08, 0.09, 0.08, 0.12, 0.09, 0.08, 0.09, 0.09, 0.09, 0.08, 0.08, 0.11, 0.10, 0.10, 0.11, 0.08, 0.07, 0.09, 0.12, -0.07, -0.10, -0.28, -0.02, -0.04, -0.21, 0.04, -0.04, -0.29, 0.10, -0.09, -0.10, 0.00, -0.06, -0.06, 0.00, -0.26, 0.10, -0.02, -0.01, 0.09, 0.10, 0.08, 0.11, 0.12, 0.12, 0.12, 0.10, 0.10, 0.12, 0.12, 0.12]}



(2)
{"formula": "C52H48AsCaF3N3O3PS7", "method": "ωB97M-V/def2-TZVPD", "charge": -2, "energy_ha": -8742.139181, "largest_force_ev_per_a": 0.47, "de_lowest_kcal_mol": 85.1, "e_homo_ev": 0.20, "elements": ["Ca", "S", "C", "S", "C", "C", "S", "S", "S", "N", "C", "C", "C", "C", "C", "C", "N", "C", "C", "C", "S", "C", "N", "H", "H", "H", "H", "H", "H", "H", "F", "C", "F", "F", "C", "O", "O", "C", "S", "O", "C", "C", "C", "C", "C", "C", "H", "H", "H", "H", "H", "H", "H", "H", "C", "C", "C", "C", "H", "H", "H", "H", "H", "H", "H", "H", "H", "C", "C", "As", "C", "C", "C", "C", "C", "C", "C", "C", "C", "C", "C", "C", "P", "C", "C", "C", "C", "C", "C", "C", "C", "C", "C", "C", "C", "H", "H", "H", "H", "H", "H", "H", "H", "H", "H", "H", "H", "H", "H", "H", "H", "H", "H", "H", "H", "H", "H", "H", "H"], "positions_angstrom": [[0.62269, -1.52874, 2.74040], [2.22905, -8.30533, 5.78991], [2.02325, -6.75533, 5.20324], [1.19961, -5.51251, 6.04757], [1.42695, -4.19071, 4.91283], [2.10216, -4.52644, 3.78383], [2.59487, -3.52859, 2.42810], [2.60395, -6.20725, 3.69023], [0.79313, -2.64989, 5.43299], [1.75567, 3.07507, 4.09432], [0.76709, 3.61554, 3.29926], [0.34023, 4.92135, 3.09595], [-0.71439, 5.10010, 2.21916], [-1.33000, 4.01149, 1.58561], [-0.89723, 2.71551, 1.79694], [0.18687, 2.51473, 2.64903], [0.84254, 1.34897, 3.01678], [1.75537, 1.72641, 3.87021], [2.66684, 0.80201, 4.52759], [3.43209, 1.00413, 5.63447], [4.25284, -0.45248, 6.01941], [3.50668, -1.22549, 4.68732], [2.73623, -0.45114, 3.98843], [2.42815, 3.57829, 4.64264], [0.80608, 5.75923, 3.59954], [-1.08049, 6.10013, 2.02425], [-2.16457, 4.18671, 0.91846], [-1.39106, 1.87955, 1.32362], [3.50395, 1.88833, 6.24534], [3.65789, -2.26525, 4.41832], [-3.49416, -2.26272, 5.01261], [-3.46377, -1.90052, 3.71934], [-4.12874, -2.82796, 3.02212], [-4.16464, -0.75071, 3.61469], [-2.00451, -1.72737, 3.23032], [-1.50559, -0.57922, 3.32726], [-1.42685, -2.73613, 2.80781], [5.55626, -1.31945, 1.82268], [4.11184, -0.84328, 0.85698], [4.43632, -1.18119, -0.55045], [4.28889, 0.94544, 0.96935], [4.63623, 1.61881, 2.13403], [4.61622, 3.00637, 2.15574], [4.24067, 3.72009, 1.02590], [3.90968, 3.04163, -0.13876], [3.94000, 1.65486, -0.17119], [6.45005, -0.87314, 1.38944], [5.57633, -2.40593, 1.75218], [5.42937, -1.03873, 2.86497], [4.91692, 1.07167, 3.02298], [4.89671, 3.53115, 3.06197], [4.20984, 4.80219, 1.05104], [3.62112, 3.59407, -1.02468], [3.70452, 1.09917, -1.07038], [-2.26641, -5.57183, -2.66501], [-1.70008, -5.59398, -1.24071], [-2.82759, -5.98815, -0.27023], [-0.99860, -4.28373, -0.88763], [-2.77863, -6.50672, -2.93281], [-1.46720, -5.37343, -3.38065], [-2.99429, -4.75620, -2.76046], [-0.95753, -6.40477, -1.20632], [-3.60700, -5.21749, -0.28197], [-2.44796, -6.04008, 0.75120], [-3.29702, -6.95188, -0.52304], [-0.38007, -4.45948, 0.01038], [-1.77764, -3.56596, -0.57095], [0.38294, 1.56558, -1.39198], [-0.29487, 1.72191, -2.74998], [-0.81376, 3.59528, -3.01170], [-1.69146, 3.38715, -4.75360], [-2.77989, 2.53513, -4.93115], [-3.35081, 2.37258, -6.18402], [-2.84158, 3.06219, -7.27770], [-1.75919, 3.91231, -7.11177], [-1.18862, 4.07199, -5.85419], [-2.44379, 3.62179, -1.92470], [-2.99531, 2.49414, -1.32369], [-4.14418, 2.59489, -0.54737], [-4.75933, 3.82474, -0.36775], [-4.22260, 4.95551, -0.97166], [-3.07126, 4.85235, -1.73926], [0.60837, -0.15467, -0.72635], [-1.11901, -0.74518, -0.90740], [-1.96538, -0.58199, 0.18786], [-3.31359, -0.89752, 0.11343], [-3.83405, -1.39412, -1.07424], [-2.99834, -1.59186, -2.16246], [-1.64599, -1.29052, -2.07798], [1.47341, -1.01898, -2.07180], [1.37679, -2.41151, -2.10746], [2.11868, -3.11926, -3.04214], [2.96665, -2.46526, -3.92355], [3.05779, -1.08032, -3.89346], [2.31073, -0.36151, -2.97247], [-0.19757, 2.07586, -0.61842], [1.35460, 2.06791, -1.38057], [-1.17934, 1.08761, -2.82884], [0.36573, 1.44301, -3.57181], [-3.18413, 1.99203, -4.08399], [-4.19109, 1.70079, -6.30785], [-3.28643, 2.93211, -8.25641], [-1.35521, 4.45054, -7.96062], [-0.34089, 4.73703, -5.72985], [-2.55780, 1.51270, -1.45318], [-4.54541, 1.69927, -0.08951], [-5.65189, 3.90241, 0.24009], [-4.69826, 5.91989, -0.83970], [-2.65292, 5.74363, -2.19580], [-1.57520, -0.23099, 1.13585], [-3.94098, -0.78558, 0.98987], [-4.88019, -1.66781, -1.13800], [-3.38398, -2.03668, -3.07080], [-1.00286, -1.48984, -2.92325], [0.66949, -2.99699, -1.48719], [2.00904, -4.19730, -3.06216], [3.55476, -3.02997, -4.63815], [3.71351, -0.55926, -4.58136], [2.38554, 0.72097, -2.96332]], "lowdin_charge": [1.08, 0.37, -1.55, 0.85, -1.17, -1.16, 0.38, 0.86, 0.42, 0.17, -0.19, -0.03, -0.09, -0.07, 0.00, -0.20, 0.18, -0.27, -0.35, -0.35, 1.03, -0.54, -0.05, 0.15, 0.10, 0.10, 0.08, 0.09, 0.07, 0.03, 0.14, -0.54, 0.15, 0.12, -0.66, -0.13, -0.06, -0.24, 0.83, -0.50, -0.35, -0.09, -0.10, -0.09, -0.08, -0.08, 0.06, 0.04, 0.02, 0.09, 0.10, 0.10, 0.10, 0.08, -0.14, -0.58, -0.13, -0.16, 0.05, 0.05, 0.05, 0.10, 0.06, 0.06, 0.05, 0.00, -0.01, -0.43, -0.43, 1.29, -0.40, -0.10, -0.09, -0.11, -0.11, -0.14, -0.41, -0.11, -0.07, -0.10, -0.11, -0.15, 1.08, -0.38, -0.13, -0.09, -0.08, -0.09, -0.11, -0.40, -0.10, -0.07, -0.10, -0.11, -0.14, 0.03, 0.05, 0.04, 0.06, 0.10, 0.10, 0.09, 0.09, 0.08, 0.08, 0.10, 0.10, 0.09, 0.09, 0.06, 0.10, 0.10, 0.10, 0.11, 0.05, 0.10, 0.09, 0.09, 0.08]}



(3)
{"formula": "C52H48ClNO3P2S5SeSr", "method": "ωB97M-V/def2-TZVPD", "energy_ha": -7856.717067, "largest_force_ev_per_a": 4.28, "de_lowest_kcal_mol": 67.1, "e_homo_ev": -6.94, "elements": ["Sr", "C", "C", "S", "C", "C", "S", "C", "C", "S", "C", "C", "S", "H", "H", "H", "H", "H", "H", "H", "H", "H", "H", "H", "H", "H", "H", "H", "H", "O", "S", "C", "C", "C", "C", "C", "C", "P", "C", "C", "C", "C", "C", "C", "C", "C", "C", "C", "C", "C", "C", "C", "C", "C", "C", "C", "P", "C", "C", "C", "C", "C", "C", "C", "C", "C", "C", "C", "C", "H", "H", "H", "H", "H", "H", "H", "H", "H", "H", "H", "H", "H", "H", "H", "H", "H", "H", "H", "H", "H", "H", "H", "H", "H", "H", "H", "H", "Cl", "C", "C", "C", "C", "O", "C", "C", "O", "C", "H", "H", "H", "H", "Se", "C", "N"], "positions_angstrom": [[4.46340, -1.08833, -1.05329], [3.04385, -3.87325, -3.48285], [2.35928, -2.89303, -4.49437], [2.41241, -1.17749, -3.74651], [0.66314, -1.01766, -3.08492], [0.45341, -2.11741, -2.03217], [1.65026, -1.93005, -0.63735], [1.41281, -3.52267, 0.06588], [2.64541, -4.14879, 0.80173], [4.43227, -3.90439, 0.22842], [4.51391, -5.15669, -1.09434], [5.31570, -4.79768, -2.36259], [4.70247, -3.31572, -3.18205], [3.09735, -4.87662, -3.79382], [2.54721, -3.91394, -2.49380], [1.29170, -3.17023, -4.72980], [2.88039, -2.95089, -5.43873], [-0.06855, -1.07007, -3.86784], [0.76151, -0.03161, -2.67764], [0.61656, -3.10244, -2.47521], [-0.57517, -2.18768, -1.59870], [1.16728, -4.14045, -0.73500], [0.59721, -3.57078, 0.85757], [2.57591, -5.21863, 0.76710], [2.71412, -3.85241, 1.82798], [3.54997, -5.45567, -1.31957], [4.92695, -6.04270, -0.60106], [5.29533, -5.62337, -3.03619], [6.36069, -4.61609, -2.02447], [-1.81063, -0.29293, -1.06605], [-2.11606, 0.94931, -0.32844], [-1.25808, 0.91288, 1.33103], [-0.86778, -0.40894, 1.73324], [0.03517, -0.62580, 2.74992], [0.60034, 0.49124, 3.32771], [0.23807, 1.77028, 2.97184], [-0.76632, 2.01849, 2.03953], [-1.40321, 3.69495, 1.70469], [-0.62757, 3.91923, 0.09367], [0.31476, 3.03474, -0.35613], [0.64036, 3.04136, -1.71478], [0.24224, 4.13426, -2.51913], [-0.63037, 5.07248, -2.01623], [-1.08773, 4.93807, -0.69951], [-0.47963, 4.88349, 2.72941], [-1.08434, 4.98570, 3.98847], [-0.76126, 5.93720, 4.95850], [0.13955, 6.96882, 4.62478], [0.72927, 6.94685, 3.34956], [0.29638, 6.05401, 2.37445], [-3.73749, 0.78879, 0.29863], [-4.19237, 2.14160, 0.46677], [-5.31712, 2.49779, 1.19513], [-6.04808, 1.42432, 1.65963], [-5.87204, 0.09108, 1.30183], [-4.60963, -0.24050, 0.69590], [-4.16203, -1.99563, 0.10390], [-5.77148, -2.20518, -0.85284], [-5.62814, -1.50254, -2.05454], [-6.79680, -1.11435, -2.71285], [-8.05525, -1.20932, -2.11095], [-8.20083, -1.91942, -0.94586], [-7.12140, -2.43072, -0.35830], [-4.28064, -2.96143, 1.68250], [-4.33100, -4.37595, 1.69676], [-4.23714, -5.08234, 2.90167], [-4.15912, -4.45448, 4.11033], [-4.17429, -2.99235, 4.09450], [-4.04066, -2.31020, 2.92971], [-1.25195, -1.22640, 1.10516], [0.30234, -1.63989, 3.01998], [1.35122, 0.37902, 4.09107], [0.70739, 2.55507, 3.51052], [0.69882, 2.22114, 0.32328], [1.45579, 2.39469, -2.03335], [0.54289, 4.16732, -3.60284], [-0.90894, 5.97751, -2.56884], [-1.76300, 5.66069, -0.22867], [-1.87492, 4.29655, 4.17217], [-1.15814, 5.89770, 5.97348], [0.50298, 7.69400, 5.34150], [1.38621, 7.78144, 3.18824], [0.76032, 6.04774, 1.41813], [-3.60317, 2.86810, -0.00228], [-5.70974, 3.46672, 1.25728], [-6.80056, 1.76461, 2.35614], [-6.48962, -0.75494, 1.62199], [-4.65087, -1.26313, -2.36094], [-6.83580, -0.58542, -3.67684], [-8.94449, -0.77743, -2.48057], [-9.18313, -1.94545, -0.46127], [-7.33817, -2.94954, 0.62109], [-4.61356, -4.96403, 0.83599], [-4.27236, -6.15886, 2.95086], [-3.96272, -4.92173, 5.02535], [-4.02309, -2.64421, 5.11329], [-4.04223, -1.23975, 2.91874], [9.59239, 4.39080, -3.27993], [8.27408, 3.36282, -2.94631], [6.96722, 3.71182, -3.19935], [5.82793, 3.04119, -2.92803], [5.94202, 1.76479, -2.30996], [4.90840, 1.08799, -1.96289], [7.29067, 1.37476, -2.09516], [7.62639, 0.13280, -1.46497], [6.87777, -0.69966, -0.91030], [8.41802, 2.12240, -2.40688], [6.91513, 4.67841, -3.67547], [4.89336, 3.48813, -3.18399], [8.67081, -0.22500, -1.57891], [9.33463, 1.61085, -2.14115], [4.20142, -1.36483, 4.47958], [4.30173, -1.23529, 2.67295], [4.26218, -1.15163, 1.53729]], "lowdin_charge": [1.14, -0.55, -0.46, 0.80, -0.45, -0.49, 0.80, -0.51, -0.42, 0.82, -0.53, -0.49, 0.82, 0.07, 0.04, 0.10, 0.06, 0.08, 0.04, 0.05, 0.08, 0.04, 0.11, 0.06, 0.05, 0.03, 0.08, 0.07, 0.10, -0.54, 0.98, -0.31, -0.08, -0.07, -0.06, -0.07, -0.38, 1.11, -0.45, -0.11, -0.06, -0.08, -0.09, -0.11, -0.34, -0.15, -0.07, -0.08, -0.09, -0.06, -0.38, -0.12, -0.06, -0.09, -0.05, -0.31, 1.12, -0.33, -0.13, -0.07, -0.09, -0.14, -0.12, -0.36, -0.10, -0.12, -0.07, -0.07, -0.12, 0.09, 0.11, 0.09, 0.10, 0.13, 0.10, 0.12, 0.11, 0.11, 0.08, 0.10, 0.10, 0.10, 0.09, 0.05, 0.10, 0.10, 0.11, 0.07, 0.11, 0.09, 0.12, 0.12, 0.10, 0.10, 0.08, 0.10, 0.08, 0.68, -0.71, -0.12, 0.00, -0.37, -0.25, -0.15, -0.19, -0.16, -0.07, 0.10, 0.11, 0.13, 0.11, 0.38, -0.99, -0.10]}